{
  "formula": "H13O6",
  "method": "ωB97M-V/def2-TZVPD",
  "e_tot_ev": -12489.1666,
  "homo_ev": -15.389,
  "orbital_gap_ev": 12.4475,
  "charge": 1,
  "mol_weight_g_mol": 109.1,
  "de_lowest_kj_mol": 131.1,
  "elements": ["O", "H", "H", "O", "H", "H", "O", "H", "H", "O", "H", "H", "O", "H", "H", "O", "H", "H", "H"],
  "coordinates": [[3.460, -0.351, 2.065], [3.773, -0.295, 2.984], [4.220, -0.802, 1.574], [-2.099, 1.136, -1.283], [-2.622, 1.843, -1.425], [-2.585, 0.400, -1.761], [-1.385, 0.201, 0.969], [-1.796, 0.760, 1.639], [-1.704, 0.816, 0.228], [-2.013, -1.282, -2.244], [-2.735, -1.840, -2.549], [-1.451, -1.291, -3.003], [1.067, 0.443, -0.751], [1.780, 1.095, -0.933], [0.257, 0.744, -1.038], [0.893, -0.550, 1.538], [1.375, -0.874, 0.701], [1.520, -0.040, 2.174], [0.045, -0.111, 1.115]],
  "atomic_forces_ev_per_a": [[1.748, -0.796, -0.366], [0.020, -0.041, -0.415], [-1.605, 0.952, 1.009], [1.474, -3.861, -0.241], [-2.556, 4.206, -0.674], [1.275, 0.352, 0.751], [-0.673, 1.729, -0.398], [0.274, -0.603, 1.122], [0.582, -1.496, -0.552], [-0.878, -0.260, 0.317], [-0.254, -0.219, 0.292], [0.955, 0.193, -0.788], [3.866, -0.704, 0.677], [-1.071, -0.535, -0.034], [-2.768, 1.406, -1.386], [1.536, -0.660, -0.119], [-0.299, 0.909, 1.707], [-1.045, -1.082, -1.976], [-0.581, 0.511, 1.074]],
  "lowdin_charge": [-0.072, 0.070, 0.112, -0.010, 0.014, 0.085, -0.035, 0.095, 0.043, -0.022, 0.073, 0.052, -0.008, 0.106, -0.016, 0.122, 0.158, 0.171, 0.062]
}